1.
A cluster of 2 separate species, C5H10O in total. Source: the OMol25 dataset; level of theory: the ωB97M-V functional and the def2-TZVPD basis.

Output
Energy above the lowest of the compared OMol25 structures with the same formula, charge and spin   5.101 eV
2S+1   1
Energy   -7389.66481 eV
HOMO level   -7.0368 eV

Geometry as XYZ:
```
16
Properties=species:S:1:pos:R:3:mulliken_charge:R:1
H -1.657 1.326 -1.449 0.3292
H 2.233 0.105 -0.708 0.2315
C 1.914 -1.823 0.261 -1.0762
C 1.456 -0.667 -0.627 -0.2940
H -1.798 1.369 1.688 0.2654
H 2.831 -2.279 -0.129 0.3607
H -0.687 2.440 -0.317 0.3310
C -1.950 0.957 0.698 -0.4177
H 1.292 -1.004 -1.661 0.2247
H 2.109 -1.478 1.281 0.2713
C 0.178 0.043 -0.219 0.0054
O -0.432 -0.400 0.749 -0.4804
H -2.478 2.128 -0.007 0.2589
H 1.143 -2.597 0.323 0.2687
H -2.763 0.253 0.559 0.2661
C -1.391 1.627 -0.443 -0.5447
```

***

2.
The molecule C5H10O2 in a non-equilibrium geometry. Source: the OMol25 dataset; level of theory: the ωB97M-V functional and the def2-TZVPD basis.

Output
SMILES   CCCCC(=O)O
Energy above the lowest of the compared OMol25 structures with the same formula, charge and spin   1.036 eV
2S+1   1
Energy   -9442.00738 eV
HOMO level   -10.6077 eV

Geometry as XYZ:
```
17
Properties=species:S:1:pos:R:3:mulliken_charge:R:1
C -1.571 0.444 0.496 0.3344
H -0.400 -1.040 1.279 0.3020
O -2.332 0.836 -0.591 -0.4537
H 0.775 -1.903 -0.542 0.3499
H 2.388 -0.109 0.934 0.3116
H 0.401 1.106 -0.954 0.2667
O -1.556 1.113 1.486 -0.5182
H -1.619 -1.725 0.195 0.3957
H 1.028 0.829 1.386 0.3336
H -3.236 0.903 -0.265 0.3518
C 1.730 0.690 0.572 -1.1573
C -0.921 -0.904 0.323 -0.5088
H 1.914 0.115 -1.464 0.3588
H -0.207 -1.242 -1.700 0.3230
C 1.086 0.274 -0.778 -0.3334
H 2.304 1.587 0.344 0.3329
C 0.215 -0.975 -0.721 -0.6889
```

***

3.
A structure of composition C7H7NO3 in a non-equilibrium geometry. Source: the OMol25 dataset; level of theory: the ωB97M-V functional and the def2-TZVPD basis.

Output
Energy above the lowest of the compared OMol25 structures with the same formula, charge and spin   8.015 eV
2S+1   1
Energy   -14997.58171 eV
HOMO level (spin up / spin down)   -7.7571 / -7.7544 eV

Geometry as XYZ:
```
18
Properties=species:S:1:pos:R:3:mulliken_charge:R:1
C -2.042 -0.216 -0.299 0.6001
C -3.995 0.066 0.572 -0.3150
H 2.833 -0.156 -1.797 0.1632
C 1.739 0.018 0.140 0.3101
H 3.481 -0.243 1.422 0.1824
C 2.735 -0.639 -0.740 -0.3641
H -4.694 0.184 1.388 0.4314
O -0.772 -0.544 -0.269 -0.5860
H 2.849 -1.658 -0.788 0.2652
H -5.118 -0.061 -1.233 0.3337
H 3.662 1.277 0.397 0.2375
N 0.553 0.296 0.497 0.6295
C -2.892 0.034 -1.331 -0.5666
H -2.658 -0.163 -2.377 0.3641
C 3.165 0.269 0.444 -0.5415
O -2.693 -0.160 0.898 -0.2754
O 0.067 0.941 1.389 -0.5527
C -4.169 0.149 -0.784 -0.3158
```

***

4.
The molecule C5H5OPS in a non-equilibrium geometry. Source: the OMol25 dataset; level of theory: the ωB97M-V functional and the def2-TZVPD basis.

Output
Energy above the lowest of the compared OMol25 structures with the same formula, charge and spin   1.004 eV
2S+1   1
Energy   -27433.43079 eV
HOMO level (spin up / spin down)   -8.5900 / -6.8751 eV

Geometry as XYZ:
```
13
Properties=species:S:1:pos:R:3:mulliken_charge:R:1
P -2.117 -1.551 -0.745 0.1650
C 0.216 -1.694 0.636 -0.3080
H -1.751 0.019 1.169 0.2217
C 0.695 -0.496 0.255 -0.1331
C -2.274 0.061 0.160 -0.3272
H 0.673 -2.576 1.238 0.3178
C -1.265 0.214 -0.958 -0.1477
H 0.469 1.134 -1.144 0.4782
H -1.577 0.781 -1.892 0.4052
O -0.851 -2.240 0.049 -0.3232
S -3.647 1.058 0.516 -0.1313
H 1.647 -0.154 0.721 0.2956
C 0.142 0.319 -0.674 -0.5131
```

***

5.
A structure of composition C19H40CdP2 in a non-equilibrium geometry. Source: the OMol25 dataset; level of theory: the ωB97M-V functional and the def2-TZVPD basis.

Output
Energy above the lowest of the compared OMol25 structures with the same formula, charge and spin   3.258 eV
2S+1   1
Energy   -43482.58815 eV
HOMO level (spin up / spin down)   -5.3757 / -5.6155 eV

Geometry as XYZ:
```
62
Properties=species:S:1:pos:R:3:mulliken_charge:R:1
H -0.852 -0.542 2.403 0.0447
H -0.675 -3.703 -0.460 0.2376
H -2.585 2.329 -2.039 0.6809
H 0.548 -4.200 -1.677 0.2115
H -3.884 0.632 -3.320 0.3730
C -2.286 -0.767 -4.046 -1.1062
H -2.193 2.373 5.724 0.3926
H -1.867 0.705 5.157 0.3016
C 2.655 2.371 0.101 -1.2097
H 3.179 3.036 0.798 0.3813
C -0.173 2.064 4.948 1.1602
H 1.507 -0.087 -0.916 -0.4521
C 1.818 -0.408 0.110 -0.4177
C -1.564 -1.674 -3.031 -0.9107
H 0.290 3.048 3.048 0.5807
C -1.439 1.575 5.672 -1.5280
H -1.669 -0.676 -4.943 0.3148
P 1.749 -3.417 0.335 -0.0493
H 2.706 -4.022 -1.833 0.3640
H 0.205 2.915 5.539 0.2334
C 0.673 -0.521 -3.394 -1.1682
H 0.795 -1.626 1.628 0.5720
H -0.667 1.707 1.489 -0.3217
H -0.336 0.935 -4.599 0.2446
C -2.840 0.756 -3.673 -0.8118
H 3.899 -3.445 -0.643 0.3359
H -2.274 -1.654 1.909 0.3131
H -2.555 0.168 2.141 0.2289
H 0.022 -1.557 0.023 -0.2832
H 0.136 2.749 0.295 0.7356
H -2.961 1.330 -4.623 0.3256
H 1.687 -0.499 -2.946 0.1362
H 0.850 -1.007 -4.379 0.5687
H -3.181 -1.324 -4.369 0.3427
C -1.904 -0.687 2.191 -0.8338
C 2.906 -3.245 -1.079 -0.8982
H -1.205 1.295 6.706 0.3907
H 1.834 1.464 4.454 0.3301
H 0.602 0.152 4.269 0.0915
H 1.106 1.543 -3.824 0.5746
H 0.210 -5.237 -0.270 0.4227
H 2.920 -2.254 -1.550 0.1971
H 1.984 2.998 -0.510 0.2917
C 0.942 0.998 4.893 -1.1560
H -0.200 2.437 -2.066 0.3979
Cd -1.779 -0.235 -1.481 0.1532
C -2.070 1.527 -2.598 -0.8060
H -0.296 1.096 -0.162 -1.1701
H 3.407 1.933 -0.566 0.3335
H 2.890 -0.643 0.104 0.7533
C -0.250 -1.398 -2.579 1.6060
C -0.502 2.565 3.614 -1.5223
C 0.076 1.714 0.684 0.7264
H -1.542 2.678 3.321 0.3627
P 1.796 1.174 1.251 0.3293
C 0.188 0.951 -3.637 -0.6983
H 1.146 0.647 5.918 0.4371
C 0.999 -1.641 0.538 -0.2672
C -0.672 1.608 -2.606 -0.1912
H -1.945 -2.698 -2.853 0.5827
H 0.326 -2.124 -1.994 -0.3077
C 0.316 -4.185 -0.596 -0.9508
```